No. 1
Below is C17H29N9NaO6S2 as an isolated structure, with properties calculated with ωB97M-V with the def2-TZVPD basis set.

Computed properties:
HOMO-LUMO gap   5.806 eV
Energy relative to the best compared isomer or geometry (same formula, charge and spin)   20.1 kcal/mol
HOMO energy   -4.0789 eV
Electronic energy   -69886.7923 eV

```
! RIJCOSX wB97M-V def2-TZVPD def2/J DEFGRID3
* xyz -1 1
Na 8.55224 -7.04049 12.91110
C 7.51342 -3.47603 14.92854
C 7.29446 -4.86684 15.65418
N 7.02548 -5.93053 14.71153
C 5.67380 -5.92366 14.06277
C 5.64000 -6.33449 12.59667
N 6.69430 -5.65158 11.79907
C 6.49848 -4.30307 11.46035
C 6.64847 -3.31088 12.61694
N 7.78848 -3.55717 13.53126
H 6.67429 -2.75459 15.12852
H 8.48366 -3.08432 15.43597
H 8.17334 -5.07036 16.32702
H 6.42079 -4.67312 16.37285
H 7.24969 -6.88308 15.12613
H 5.10235 -6.71366 14.62647
H 5.17334 -5.01373 14.33420
H 5.72248 -7.39620 12.45730
H 4.62735 -6.07179 12.22427
H 6.88592 -6.23616 10.95184
H 7.35041 -3.98079 10.77425
H 5.58117 -4.09634 10.82818
H 6.79340 -2.29648 12.14120
H 5.78099 -3.26575 13.31665
H 8.63844 -3.02947 13.19723
O 6.31267 -10.11549 14.94531
S 7.51458 -9.41555 14.46453
O 8.64102 -10.51468 14.52926
O 7.99802 -8.32071 15.38065
O 7.47784 -8.90682 13.07198
N 8.91619 -9.46438 10.11101
C 9.73680 -8.67963 10.89399
N 10.68240 -9.36789 11.57252
O 9.61773 -7.44211 10.89047
H 9.03349 -10.47115 10.14775
H 8.76844 -9.15881 9.18202
H 10.62931 -10.36167 11.63146
H 11.10672 -8.84182 12.33575
S 9.23279 -12.50367 11.11863
C 7.67955 -12.66959 11.81150
N 7.42530 -12.26912 13.04905
C 6.21964 -12.46813 13.58091
C 5.24482 -13.08678 12.83449
C 5.52130 -13.39679 11.51650
N 6.70996 -13.15080 11.01369
H 8.39329 -11.26446 13.93754
H 6.04319 -12.19820 14.62172
H 4.25044 -13.25335 13.27987
H 4.81166 -13.81232 10.80343
N 15.23225 -6.32519 16.93473
C 14.08770 -7.02775 17.14996
O 13.59446 -7.20296 18.29263
C 13.32658 -7.49164 15.95684
C 12.00910 -7.85623 16.34840
C 11.09658 -8.04108 15.35268
N 11.51857 -8.26074 14.08546
C 12.79996 -8.10123 13.76074
C 13.76712 -7.70185 14.68074
H 15.85548 -6.01864 17.70007
H 15.48285 -5.99585 15.99227
H 11.73346 -7.77237 17.40998
H 10.01389 -8.12514 15.57190
H 13.09252 -8.34283 12.73429
H 14.77920 -7.55103 14.34312
*
```

***

No. 2
Below is C17H30BeCl3GeN2O4Sb as an isolated structure, with properties calculated with ωB97M-V with the def2-TZVPD basis set.

Computed properties:
HOMO-LUMO gap (alpha / beta)   8.822 / 5.770 eV
<S²>   0.76
HOMO energy (alpha / beta)   -12.2007 / -12.8902 eV
Electronic energy   -130307.0999 eV

```
! RIJCOSX wB97M-V def2-TZVPD def2/J DEFGRID3
* xyz 1 2
Be -0.06273 0.13505 -0.10283
O 1.84414 4.23881 2.73788
C 0.57267 4.46481 2.47928
O -0.01059 5.45368 2.82413
C -0.16268 3.40903 1.70675
C -1.51222 3.46792 1.39566
N -1.81354 2.38641 0.66979
N -0.74042 1.61297 0.48766
C 0.26770 2.21581 1.12678
C 1.55345 1.45692 1.05268
O 2.57319 1.83184 1.58112
O 1.38837 0.35350 0.36279
H 2.21556 3.42496 2.33548
H -2.23179 4.22758 1.65642
H -2.71662 2.10896 0.31841
C -0.03614 -2.51278 -4.83301
C -0.14716 -2.45876 -3.31600
C 0.93058 -3.30607 -2.64968
C -1.53772 -2.87820 -2.85999
Sb 0.17925 -0.36083 -2.58717
C -1.45600 0.95779 -3.40603
C -1.01935 2.40622 -3.20854
C -2.68797 0.64372 -2.56507
C -1.70321 0.65976 -4.87625
C 2.28510 0.30900 -3.14386
C 2.36199 1.80642 -2.89162
C 3.24386 -0.45375 -2.24439
C 2.50786 -0.02741 -4.60824
H -0.17730 -3.55159 -5.14644
H 0.94114 -2.19346 -5.19000
H -0.80379 -1.91642 -5.32366
H 0.73312 -4.36055 -2.86297
H 0.93463 -3.18815 -1.56396
H 1.92343 -3.07522 -3.03830
H -1.69903 -3.92198 -3.14491
H -2.32079 -2.28786 -3.33789
H -1.65490 -2.81588 -1.77734
H -0.63092 2.59625 -2.20487
H -1.88174 3.06207 -3.36106
H -0.26140 2.69561 -3.93499
H -2.49230 0.75420 -1.49618
H -3.05168 -0.37036 -2.72930
H -3.49373 1.33170 -2.83930
H -0.79248 0.73524 -5.47291
H -2.41136 1.39727 -5.26758
H -2.14516 -0.32542 -5.02407
H 2.03638 2.07336 -1.88399
H 1.78387 2.37341 -3.61963
H 3.40630 2.11901 -2.98355
H 3.11451 -0.19924 -1.19572
H 4.26610 -0.18234 -2.52613
H 3.14828 -1.53408 -2.35812
H 1.73312 0.38434 -5.25830
H 2.58003 -1.10253 -4.76962
H 3.46120 0.41287 -4.91632
Cl -1.01722 -1.02138 2.88545
Ge -1.15181 -1.67232 0.83198
Cl -3.26665 -1.52995 0.34068
Cl -0.60689 -3.74158 0.78835
*
```

***

No. 3
Below is C17H30CuF5GeP2Se as an isolated structure, with properties calculated with ωB97M-V with the def2-TZVPD basis set.

Computed properties:
HOMO-LUMO gap (alpha / beta)   8.363 / 5.434 eV
<S²>   0.76
Energy relative to the best compared isomer or geometry (same formula, charge and spin)   20.9 kcal/mol
HOMO energy (alpha / beta)   -10.9842 / -10.9676 eV
Electronic energy   -216776.0038 eV

```
! RIJCOSX wB97M-V def2-TZVPD def2/J DEFGRID3
* xyz 1 2
Cu 0.86103 -1.08904 0.48380
C -1.52427 -2.34141 -2.05498
P -0.00378 -2.50836 -1.10293
C -0.12475 -4.13283 -0.29258
C 1.34558 -2.73478 -2.31739
C 2.70176 -2.59942 -1.60571
P 2.80639 -0.97976 -0.75278
C 4.35070 -1.01901 0.17749
C 3.07620 0.17584 -2.11506
H -1.61854 -3.19422 -2.72841
H -1.51138 -1.41427 -2.62692
H -2.38002 -2.31697 -1.38126
H -0.15925 -4.92292 -1.04375
H -1.02763 -4.16779 0.31678
H 0.72261 -4.29966 0.37257
H 1.23857 -1.97381 -3.09417
H 1.24558 -3.70979 -2.79674
H 3.53079 -2.67710 -2.31175
H 2.83355 -3.38704 -0.85986
H 5.16724 -1.32417 -0.47859
H 4.26620 -1.71407 1.01207
H 4.55824 -0.02884 0.58258
H 3.85262 -0.24507 -2.75649
H 3.40349 1.13966 -1.72541
H 2.16206 0.34447 -2.67909
C -2.81392 2.81029 1.13366
Ge -3.19400 2.70437 -0.76709
C -4.28683 4.18816 -1.37658
C -3.96100 0.97549 -1.21973
C -1.50902 2.81682 -1.76716
Se -0.20906 1.45397 -1.24594
C 0.68156 2.49622 0.13522
H -3.74642 2.78223 1.69941
H -2.30072 3.74091 1.37982
H -2.20136 1.96476 1.45238
H -5.27396 4.17151 -0.91376
H -4.41635 4.14556 -2.45863
H -3.80651 5.13308 -1.11956
H -4.93461 0.84256 -0.74623
H -3.30025 0.17868 -0.87219
H -4.09361 0.88453 -2.29927
H -1.01965 3.78445 -1.65609
H -1.70930 2.66804 -2.82840
H -0.01982 2.75170 0.92485
H 1.09571 3.39929 -0.30688
H 1.48373 1.89491 0.55416
F -0.64723 -2.32188 2.54359
C 0.13221 -1.37944 3.14397
C 0.97267 -0.62466 2.35979
C 1.75247 0.29904 3.01623
F 2.64167 1.05090 2.32782
C 1.68693 0.49815 4.38162
F 2.44188 1.40992 4.98490
C 0.81598 -0.27800 5.13139
F 0.73868 -0.10396 6.44160
C 0.02885 -1.23557 4.51257
F -0.80173 -1.98170 5.23313
*
```

***

No. 4
Below is C17H30F5IInO2 as an isolated structure, with properties calculated with ωB97M-V with the def2-TZVPD basis set.

Computed properties:
HOMO-LUMO gap   7.703 eV
HOMO energy   -5.1794 eV
Electronic energy   -49072.7897 eV

```
! RIJCOSX wB97M-V def2-TZVPD def2/J DEFGRID3
* xyz -1 1
C -4.08055 2.56486 -2.98482
C -2.90346 1.69834 -2.53181
C -2.69037 0.45783 -3.38884
F -3.96313 -0.01565 -3.81939
In -1.55013 -1.12992 -2.33488
C -0.54543 -0.21206 -0.59876
C 0.35791 0.97920 -0.94705
C 0.47210 2.10642 0.10917
C 1.85805 2.35605 0.72243
C 2.26744 1.43755 1.87617
C 2.20255 -0.06043 1.57411
C 3.06750 -0.94663 2.48367
C 2.30624 -1.57345 3.65403
C 1.58827 -0.56707 4.53353
O 2.52510 0.39319 4.98687
C 1.96367 1.54058 5.58004
C -2.89808 -2.71193 -1.48338
C -4.15557 -2.96794 -2.17588
O -5.27667 -2.82077 -1.82858
I -3.85613 -3.79384 -4.21524
C 0.03016 -2.04778 -3.68351
F 0.29932 -1.23846 -4.78381
F -0.30737 -3.28068 -4.22889
C 1.39614 -2.31515 -3.05726
F 2.10433 -1.16409 -2.89906
F 1.22792 -2.84868 -1.80659
H -5.03239 2.15170 -2.65296
H -4.11582 2.63356 -4.07391
H -3.99500 3.57877 -2.58656
H -3.02554 1.43909 -1.47497
H -1.98534 2.29083 -2.59474
H -2.16452 0.74520 -4.30450
H 0.02384 -0.99759 -0.09968
H -1.34182 0.09837 0.08764
H 1.35982 0.60691 -1.17469
H 0.01980 1.44485 -1.87805
H 0.15377 3.04545 -0.35294
H -0.24377 1.91656 0.91857
H 1.86810 3.38046 1.11038
H 2.62045 2.32303 -0.06438
H 3.29156 1.68101 2.17816
H 1.63566 1.67629 2.73750
H 1.16535 -0.39842 1.63066
H 2.50104 -0.21676 0.53598
H 3.92047 -0.38240 2.86684
H 3.47717 -1.76376 1.88510
H 1.55500 -2.26221 3.25436
H 2.98585 -2.15869 4.27926
H 0.77577 -0.07377 3.98427
H 1.13647 -1.08130 5.39408
H 2.12064 1.53336 6.66353
H 0.88839 1.60742 5.38690
H 2.44374 2.42787 5.16161
H -3.16387 -2.43101 -0.46046
H -2.30906 -3.63054 -1.47342
H 1.99441 -3.02378 -3.63586
*
```

***

Question: Which value of electronic energy does entry 2 give?
Answer: -130307.0999 eV